No. 1
A 9-piece molecular cluster, C32H87N9O14 overall at a distorted geometry. Source: the Open Molecules 2025 dataset; level of theory: wB97M-V/def2-TZVPD.

Properties
ΔE to the lowest compared entry with this formula, charge and spin = 687.3 kJ/mol
Calculated total energy = -2817.177057 Ha
Lowest unoccupied orbital energy = 0.26 eV
Multiplicity = 1
Gap between HOMO and LUMO = 8.61 eV
E_HOMO = -8.35 eV
Structure (SMILES) = COCCNCCOC.COCCNCCOC.COCCNCCOC.COCCNCCOC.COCCNCCOC.NC(N)=O.NC(N)=O.O.O

CARTESIAN COORDINATES (ANGSTROEM)
C1 3.0875 -7.9894 5.1722
O1 2.2505 -8.4880 5.9171
N1 4.3500 -7.6552 5.3693
N2 2.8425 -7.7010 3.9351
H1 4.7870 -7.6520 6.2798
H2 4.8288 -7.4998 4.4937
H3 2.0152 -8.0691 3.4877
H4 3.5872 -7.3175 3.3708
C2 0.6180 -1.3919 1.3701
O2 0.4128 -0.4642 2.1052
N3 -0.0672 -2.4902 1.3267
N4 1.5631 -1.3898 0.4506
H5 0.0979 -3.2497 0.6817
H6 -0.7165 -2.6086 2.0912
H7 2.0917 -0.5296 0.4229
H8 1.5028 -2.0884 -0.2763
C3 -6.0426 0.4159 -4.6970
O3 -7.1492 0.1847 -5.5567
C4 -8.1139 1.2260 -5.4279
C5 -9.3776 0.4995 -5.7038
N5 -10.5840 1.3681 -5.5955
C6 -11.8195 0.7026 -5.9447
C7 -11.9402 0.2241 -7.5311
O4 -13.2199 -0.1043 -7.9580
C8 -14.2012 0.9527 -8.1495
H9 -5.7177 1.4497 -4.5796
H10 -5.1248 -0.1146 -4.9505
H11 -6.2859 -0.0111 -3.7240
H12 -7.8439 1.9392 -6.2067
H13 -8.0772 1.7477 -4.4715
H14 -9.5683 -0.2699 -4.9557
H15 -9.2430 0.0895 -6.7048
H16 -10.6497 1.6782 -4.6366
H17 -12.6560 1.3185 -5.6145
H18 -11.9237 -0.1841 -5.3194
H19 -11.3570 -0.6966 -7.5494
H20 -11.3877 0.8778 -8.2060
H21 -14.9094 1.0038 -7.3224
H22 -14.9417 0.6234 -8.8783
H23 -13.7466 1.8789 -8.5010
C9 5.6827 4.0062 -3.7554
O5 6.4262 4.0421 -2.5765
C10 6.6626 5.3610 -2.0511
C11 7.6035 5.2724 -0.8350
N6 7.5723 6.3517 0.1315
C12 7.8380 7.7089 -0.3925
C13 9.1976 7.7623 -1.0882
O6 10.0833 7.9687 0.0024
C14 11.4296 8.0936 -0.5115
H24 5.7153 2.9689 -4.0884
H25 6.0094 4.6760 -4.5509
H26 4.6071 3.9700 -3.5825
H27 5.8081 5.8369 -1.5700
H28 7.1513 6.0541 -2.7358
H29 8.6324 5.0563 -1.1227
H30 7.2158 4.4413 -0.2458
H31 8.4230 6.1652 0.6431
H32 7.8176 8.5334 0.3202
H33 6.9875 8.0195 -0.9993
H34 9.2887 8.6858 -1.6599
H35 9.3616 6.8988 -1.7329
H36 12.1575 8.3874 0.2448
H37 11.5225 8.9854 -1.1314
H38 11.6563 7.1289 -0.9653
C15 6.5105 -0.7408 7.7846
O7 6.7341 -0.0123 8.9800
C16 6.7531 -0.8084 10.1926
C17 8.1246 -1.2729 10.6622
N7 8.5676 -2.1882 9.6769
C18 9.5252 -3.1749 10.0797
C19 9.0184 -4.3338 10.9214
O8 7.7653 -4.8825 10.4025
C20 6.7125 -4.6788 11.3610
H39 6.1922 -1.7792 7.8777
H40 7.4052 -0.7997 7.1648
H41 5.7621 -0.2536 7.1597
H42 6.1118 -1.6874 10.1270
H43 6.3405 -0.1003 10.9112
H44 7.9487 -1.7849 11.6082
H45 8.8249 -0.4441 10.7656
H46 7.7795 -2.5373 9.1504
H47 10.3672 -2.6235 10.4980
H48 9.9489 -3.7135 9.2321
H49 9.0528 -3.8858 11.9145
H50 9.7566 -5.1242 11.0574
H51 6.7903 -5.3293 12.2321
H52 5.8319 -4.8576 10.7441
H53 6.5723 -3.6777 11.7687
C21 -0.4983 7.9321 -0.7405
O9 -0.4902 9.1729 -1.5216
C22 -0.8539 10.2686 -0.6485
C23 -1.0643 11.6581 -1.2892
N8 0.2491 12.1067 -1.8784
C24 1.2817 12.4870 -0.9060
C25 2.5982 13.0077 -1.5763
O10 3.0470 12.0556 -2.5066
C26 4.1224 12.4777 -3.3004
H54 -1.5134 7.5581 -0.8739
H55 -0.2554 7.9957 0.3202
H56 0.2410 7.2279 -1.1222
H57 -0.1059 10.2562 0.1442
H58 -1.8096 10.0390 -0.1771
H59 -1.4383 12.3905 -0.5738
H60 -1.8664 11.5412 -2.0180
H61 0.6831 11.4028 -2.4582
H62 1.5657 11.5838 -0.3659
H63 0.8422 13.2404 -0.2524
H64 3.4285 13.1777 -0.8909
H65 2.3801 13.9899 -1.9958
H66 4.1498 13.4683 -3.7543
H67 4.3362 11.8889 -4.1924
H68 5.0588 12.5532 -2.7475
C27 -9.7657 -13.5392 -3.4953
O11 -8.4080 -13.1972 -3.4465
C28 -7.9203 -12.9184 -4.7407
C29 -6.5255 -12.2609 -4.6297
N9 -6.5236 -10.8301 -4.6299
C30 -7.3587 -10.2051 -3.5569
C31 -6.9084 -8.7236 -3.3248
O12 -7.7690 -8.0978 -2.3307
C32 -7.1979 -7.3247 -1.2968
H69 -9.9866 -14.5433 -3.8573
H70 -10.2843 -12.7640 -4.0594
H71 -10.2329 -13.4787 -2.5124
H72 -8.6055 -12.3002 -5.3208
H73 -7.6975 -13.7516 -5.4071
H74 -5.9979 -12.6173 -5.5144
H75 -6.0509 -12.7066 -3.7556
H76 -7.1309 -10.5601 -5.3904
H77 -7.1573 -10.8017 -2.6671
H78 -8.4307 -10.3255 -3.7135
H79 -6.8080 -8.1726 -4.2599
H80 -5.9052 -8.8729 -2.9257
H81 -6.5370 -6.6598 -1.8528
H82 -6.6481 -8.0115 -0.6531
H83 -7.9817 -6.7709 -0.7801
O13 -2.8155 -6.4955 6.9354
H84 -3.0817 -7.0796 6.2254
H85 -2.0792 -6.9437 7.3516
O14 0.4902 -6.8176 -2.1867
H86 -0.0845 -6.8848 -2.9492
H87 0.6979 -7.7246 -1.9620

***

No. 2
A 2-piece molecular cluster, C2H8N3O overall at a distorted geometry. Source: the Open Molecules 2025 dataset; level of theory: wB97M-V/def2-TZVPD.

Properties
ΔE to the lowest compared entry with this formula, charge and spin = 130.7 kJ/mol
Calculated total energy = -320.274783 Ha
Charge = +1
Lowest unoccupied orbital energy = -3.27 eV
Multiplicity = 1
Gap between HOMO and LUMO = 10.94 eV
E_HOMO = -14.21 eV

CARTESIAN COORDINATES (ANGSTROEM)
C1 2.2407 0.3759 0.5111
N1 2.9089 0.4696 -0.7012
O1 1.0810 -0.0297 0.6941
H1 2.7475 0.9963 1.3129
H2 3.8893 0.9580 -0.8270
H3 2.5780 -0.1431 -1.4312
N2 -1.2269 -1.1860 0.2464
C2 -2.3054 -0.4500 0.2582
N3 -2.4508 0.5172 -0.5750
H4 -0.3298 -0.9394 -0.0180
H5 -1.0074 -1.6744 1.1915
H6 -2.9813 -0.7822 0.9628
H7 -3.3970 0.9679 -0.5228
H8 -1.7467 0.9201 -1.1019

***

No. 3
A 2-piece molecular cluster, C2H3NO2S overall at a distorted geometry. Source: the Open Molecules 2025 dataset; level of theory: wB97M-V/def2-TZVPD.

Properties
ΔE to the lowest compared entry with this formula, charge and spin = 399.0 kJ/mol
Calculated total energy = -681.307353 Ha
Lowest unoccupied orbital energy = 0.16 eV
Multiplicity = 1
Gap between HOMO and LUMO = 8.57 eV
E_HOMO = -8.41 eV

CARTESIAN COORDINATES (ANGSTROEM)
C1 -0.0792 -1.6690 0.8121
C2 0.1167 0.3611 0.4577
N1 -0.1484 0.4772 -0.8046
O1 -0.3886 -2.3480 -0.1008
O2 -0.0829 1.6774 -1.5184
S1 0.5848 1.3869 1.6033
H1 0.1292 -1.9180 1.8493
H2 -0.4341 -0.2974 -1.3910
H3 0.3025 2.3299 -0.9075